<one>
A 2-piece molecular cluster, CH2NO4P overall, computed with the ωB97M-V functional and the def2-TZVPD basis.

Values from the calculation:
charge	-2
E_HOMO	0.190	eV
molar mass	123.00	g mol⁻¹

Last column: Mulliken charge in e.
Cartesian coordinates (Å):
C: 0.28 0.62 -0.29  0.018
N: -0.60 -0.08 0.37  -0.278
O: -1.56 -2.37 -0.86  -0.801
O: 0.82 -2.26 0.26  -0.795
O: 0.25 1.84 -0.52  -0.711
O: -1.32 -2.32 1.74  -0.793
P: -0.69 -2.01 0.38  0.861
H: 1.11 -0.10 -0.54  0.290
H: -1.73 0.86 0.44  0.210


<two>
A 2-piece molecular cluster, CH2NO4P overall, computed with the ωB97M-V functional and the def2-TZVPD basis.

Values from the calculation:
charge	-2
E_HOMO	0.518	eV
molar mass	123.00	g mol⁻¹

Last column: Mulliken charge in e.
Cartesian coordinates (Å):
C: -1.62 0.05 -0.31  -0.893
N: -0.55 -0.57 -0.69  -0.150
O: 1.76 -1.49 0.50  -0.841
O: 1.83 0.35 -1.25  -0.764
O: -2.25 0.68 0.54  -0.295
O: 1.24 0.88 1.11  -0.448
P: 1.13 -0.22 -0.09  0.834
H: 1.02 0.45 1.86  0.255
H: -2.55 -0.13 -1.68  0.301


The calculated energies rank the structures as follows, beginning with the most stable: <one>, <two>.


<one>
An isolated molecule of C25H24N4O4, computed with the ωB97M-V functional and the def2-TZVPD basis.

Values from the calculation:
E_HOMO	-8.668	eV
molar mass	444.49	g mol⁻¹

Last column: Mulliken charge in e.
Cartesian coordinates (Å):
C: -4.21 -3.17 -0.46  -1.347
C: -4.90 -1.82 -0.58  0.455
C: -4.10 -0.82 -1.45  -1.007
C: -3.57 0.13 -0.42  1.330
C: -2.66 1.15 -0.51  -0.205
C: -2.33 1.87 0.65  0.136
C: -1.28 2.88 0.67  0.324
O: -1.48 3.89 1.51  -0.594
C: -0.09 2.78 0.00  -0.557
C: 1.00 3.67 0.30  0.564
O: 0.94 4.67 1.03  -0.797
C: 2.23 3.12 -0.38  0.435
O: 3.36 3.55 -0.38  -0.658
N: 1.83 1.98 -1.02  0.406
C: 2.72 1.25 -1.89  -1.220
C: 3.25 -0.04 -1.28  -0.114
C: 3.92 0.20 0.08  -0.734
N: 4.46 -1.02 0.61  0.278
C: 3.75 -2.05 1.16  -0.119
C: 4.66 -3.02 1.46  -0.542
N: 5.90 -2.62 1.10  -0.680
C: 5.75 -1.43 0.59  -0.022
C: 0.41 1.69 -0.91  -0.968
C: 0.15 0.30 -0.38  1.342
C: 0.31 0.01 0.97  0.211
C: 0.01 -1.28 1.41  -1.350
N: -0.39 -2.24 0.61  -0.553
C: -0.51 -1.97 -0.68  -0.833
C: -0.26 -0.73 -1.22  0.308
C: -2.98 1.58 1.85  -1.046
C: -3.90 0.55 1.95  -1.286
C: -4.17 -0.19 0.81  0.133
O: -5.01 -1.23 0.73  -0.507
H: -3.20 -3.04 -0.06  0.254
H: -4.16 -3.65 -1.43  0.355
H: -4.77 -3.81 0.22  0.388
H: -5.92 -1.95 -0.95  0.343
H: -3.30 -1.33 -1.99  0.247
H: -4.73 -0.30 -2.17  0.302
H: -2.23 1.42 -1.46  0.584
H: -0.66 4.46 1.53  0.461
H: 2.20 1.04 -2.83  0.295
H: 3.56 1.93 -2.09  0.561
H: 3.98 -0.47 -1.97  0.479
H: 2.44 -0.77 -1.16  0.072
H: 4.72 0.93 -0.02  0.327
H: 3.18 0.60 0.79  0.225
H: 2.69 -2.00 1.30  0.266
H: 4.50 -3.98 1.91  0.413
H: 6.55 -0.82 0.21  0.362
H: -0.03 1.77 -1.92  0.417
H: 0.63 0.76 1.67  0.459
H: 0.11 -1.54 2.45  0.497
H: -0.83 -2.80 -1.30  0.522
H: -0.38 -0.55 -2.28  0.437
H: -2.74 2.16 2.73  0.489
H: -4.38 0.31 2.88  0.459


<two>
An isolated molecule of C25H24N4O4, computed with the ωB97M-V functional and the def2-TZVPD basis.

Values from the calculation:
E_HOMO	-8.690	eV
molar mass	444.49	g mol⁻¹

Last column: Mulliken charge in e.
Cartesian coordinates (Å):
C: 3.45 4.12 -0.49  -1.326
C: 4.39 2.97 -0.80  0.448
C: 3.73 1.89 -1.69  -1.014
C: 3.51 0.78 -0.71  1.241
C: 2.82 -0.40 -0.81  -0.076
C: 2.78 -1.26 0.29  0.128
C: 1.94 -2.46 0.32  0.365
O: 2.42 -3.47 1.02  -0.598
C: 0.67 -2.53 -0.21  -0.482
C: -0.19 -3.63 0.10  0.522
O: 0.13 -4.66 0.70  -0.788
C: -1.58 -3.25 -0.37  0.398
O: -2.61 -3.88 -0.29  -0.658
N: -1.46 -2.01 -0.92  0.343
C: -2.58 -1.31 -1.49  -1.463
C: -3.28 -0.42 -0.46  0.508
C: -4.29 0.53 -1.12  -1.031
N: -4.81 1.47 -0.16  0.247
C: -4.13 2.52 0.39  -0.213
C: -4.99 3.11 1.27  -0.567
N: -6.17 2.44 1.27  -0.659
C: -6.04 1.47 0.42  0.030
C: -0.11 -1.48 -0.96  -0.219
C: -0.02 -0.09 -0.39  0.765
C: 0.00 0.13 0.98  -0.066
C: 0.10 1.44 1.44  -1.005
N: 0.16 2.49 0.64  -0.571
C: 0.10 2.28 -0.66  -0.833
C: 0.01 1.02 -1.23  0.129
C: 3.48 -0.93 1.45  -1.016
C: 4.18 0.26 1.57  -1.276
C: 4.17 1.12 0.48  0.105
O: 4.76 2.32 0.43  -0.506
H: 2.54 3.75 -0.03  0.243
H: 3.20 4.66 -1.40  0.347
H: 3.93 4.81 0.21  0.390
H: 5.32 3.35 -1.24  0.347
H: 2.79 2.25 -2.11  0.232
H: 4.38 1.57 -2.50  0.316
H: 2.36 -0.69 -1.75  0.550
H: 1.72 -4.19 1.07  0.453
H: -2.22 -0.70 -2.33  0.294
H: -3.28 -2.05 -1.87  0.538
H: -2.54 0.18 0.08  0.000
H: -3.79 -1.05 0.27  0.304
H: -3.79 1.08 -1.92  0.365
H: -5.12 -0.04 -1.54  0.297
H: -3.12 2.75 0.11  0.390
H: -4.84 3.96 1.89  0.408
H: -6.79 0.75 0.17  0.342
H: 0.20 -1.44 -2.02  0.364
H: -0.05 -0.69 1.68  0.570
H: 0.14 1.65 2.50  0.483
H: 0.13 3.17 -1.28  0.433
H: -0.01 0.90 -2.30  0.529
H: 3.45 -1.61 2.29  0.484
H: 4.70 0.52 2.47  0.459


The calculated energies rank the structures as follows, beginning with the most stable: <one>, <two>.


<one>
A 2-piece molecular cluster, C2HCl2NS overall, computed with the ωB97M-V functional and the def2-TZVPD basis.

Values from the calculation:
E_HOMO (alpha / beta)	-9.965 / -9.967	eV
molar mass	142.01	g mol⁻¹

Last column: Mulliken charge in e.
Cartesian coordinates (Å):
C: 2.62 0.61 0.65  0.106
C: 1.39 0.37 -0.05  0.444
N: 3.47 1.17 1.23  -0.346
S: -0.12 0.61 0.67  -0.033
Cl: 1.45 0.33 -1.76  -0.033
Cl: 2.24 -1.83 0.61  -0.326
H: -0.69 -0.06 -0.37  0.189


<two>
A 2-piece molecular cluster, C2HCl2NS overall, computed with the ωB97M-V functional and the def2-TZVPD basis.

Values from the calculation:
E_HOMO (alpha / beta)	-10.272 / -9.075	eV
molar mass	142.01	g mol⁻¹

Last column: Mulliken charge in e.
Cartesian coordinates (Å):
C: -1.59 0.42 0.77  0.210
C: -0.33 1.01 0.65  0.332
N: -2.58 -0.20 0.65  -0.334
S: 2.18 -1.78 -2.22  -0.162
Cl: -0.04 2.32 -0.34  -0.098
Cl: 0.92 0.38 1.59  -0.106
H: 1.44 -2.15 -1.11  0.158


The calculated energies rank the structures as follows, beginning with the most stable: <one>, <two>.


<one>
An isolated molecule of C27H32N6O3, computed with the ωB97M-V functional and the def2-TZVPD basis.

Values from the calculation:
E_HOMO	-8.393	eV
molar mass	488.59	g mol⁻¹

Last column: Mulliken charge in e.
Cartesian coordinates (Å):
C: -1.46 -4.81 2.14  -1.458
C: -0.72 -3.79 1.28  -0.447
C: -1.47 -3.35 0.01  1.488
C: -1.70 -4.52 -0.94  -2.110
C: -2.80 -2.67 0.33  -1.946
N: -0.61 -2.40 -0.71  -0.099
C: -0.25 -1.19 -0.26  -0.610
O: -0.55 -0.71 0.82  -0.669
C: 0.64 -0.41 -1.26  0.426
C: 2.05 -0.88 -1.16  -0.621
C: 2.63 -1.71 -0.23  0.002
C: 3.98 -1.85 -0.58  -1.308
C: 4.18 -1.11 -1.71  -0.454
N: 3.01 -0.52 -2.07  0.133
C: 2.86 0.37 -3.18  -0.901
N: 0.49 1.02 -0.99  1.257
C: -0.73 1.53 -1.27  0.651
O: -1.56 0.91 -1.91  -0.638
C: -1.01 2.93 -0.70  -0.934
N: -2.43 3.14 -0.64  0.864
N: -3.03 4.15 -1.28  -0.844
N: -4.28 4.11 -1.10  -0.621
C: -4.58 3.04 -0.31  -0.070
C: -5.79 2.56 0.18  -0.743
C: -5.74 1.43 0.97  -0.543
C: -4.52 0.79 1.28  -0.743
C: -3.31 1.25 0.81  -0.285
C: -3.36 2.39 0.00  1.295
C: 1.51 1.71 -0.28  -1.297
C: 1.94 1.25 0.95  -0.051
C: 2.98 1.89 1.61  -0.723
C: 3.60 2.99 1.04  0.840
O: 4.63 3.69 1.59  -0.471
C: 5.13 3.27 2.84  -0.837
C: 3.15 3.46 -0.20  -0.957
C: 2.12 2.82 -0.85  -0.361
H: -2.41 -4.42 2.48  0.312
H: -1.63 -5.73 1.60  0.343
H: -0.86 -5.04 3.02  0.413
H: -0.53 -2.89 1.88  0.325
H: 0.24 -4.20 0.98  0.381
H: -2.38 -5.24 -0.50  0.466
H: -2.14 -4.17 -1.87  0.517
H: -0.76 -5.03 -1.17  0.459
H: -2.65 -1.89 1.08  0.384
H: -3.52 -3.39 0.71  0.485
H: -3.21 -2.20 -0.56  0.457
H: -0.29 -2.68 -1.62  0.433
H: 0.24 -0.58 -2.27  0.723
H: 2.13 -2.16 0.60  0.637
H: 4.72 -2.44 -0.07  0.477
H: 5.07 -0.95 -2.29  0.450
H: 3.18 1.38 -2.91  0.270
H: 1.82 0.41 -3.50  0.289
H: 3.48 0.03 -4.01  0.424
H: -0.61 3.70 -1.36  0.316
H: -0.56 3.01 0.29  0.474
H: -6.72 3.05 -0.05  0.425
H: -6.65 1.02 1.38  0.370
H: -4.54 -0.09 1.90  0.418
H: -2.38 0.76 1.03  0.450
H: 1.45 0.41 1.41  0.555
H: 3.29 1.51 2.57  0.446
H: 5.94 3.96 3.07  0.248
H: 4.37 3.33 3.62  0.322
H: 5.52 2.25 2.79  0.331
H: 3.63 4.32 -0.63  0.441
H: 1.78 3.18 -1.81  0.745


<two>
An isolated molecule of C27H32N6O3, computed with the ωB97M-V functional and the def2-TZVPD basis.

Values from the calculation:
E_HOMO	-8.178	eV
molar mass	488.59	g mol⁻¹

Last column: Mulliken charge in e.
Cartesian coordinates (Å):
C: -3.15 -3.58 0.92  -1.509
C: -3.24 -2.10 1.22  -0.659
C: -2.11 -1.32 0.53  1.517
C: -2.38 -1.17 -0.93  -0.708
N: -3.40 -1.67 -1.59  -0.311
N: -3.23 -1.33 -2.86  -1.063
N: -2.16 -0.66 -3.01  -0.573
N: -1.59 -0.54 -1.82  1.439
C: -0.37 0.19 -1.63  -0.752
C: 0.87 -0.65 -1.83  0.520
C: 0.87 -2.02 -1.59  -0.206
C: 2.03 -2.76 -1.77  -1.044
C: 3.19 -2.14 -2.18  -0.549
C: 3.20 -0.78 -2.42  -0.467
C: 2.04 -0.04 -2.25  -0.401
N: -1.77 -0.02 1.13  0.823
C: -0.88 -0.19 2.28  -1.470
C: 0.53 -0.44 1.83  0.823
C: 1.33 0.56 1.39  -0.400
C: 2.67 0.34 0.96  0.543
C: 3.49 1.37 0.48  0.094
C: 4.79 1.10 0.09  0.636
O: 5.67 2.01 -0.40  -0.475
C: 5.24 3.34 -0.54  -0.819
C: 5.28 -0.21 0.19  -0.890
C: 4.49 -1.23 0.66  -0.732
C: 3.17 -0.97 1.04  -0.713
N: 2.34 -1.96 1.49  0.201
C: 1.03 -1.81 1.88  -0.015
O: 0.38 -2.78 2.23  -0.734
C: -2.90 0.85 1.41  -1.360
C: -3.64 1.31 0.15  0.383
C: -4.64 2.42 0.46  -0.930
C: -3.78 3.69 0.36  -0.685
C: -2.61 3.25 -0.53  -0.459
O: -2.76 1.87 -0.81  -0.310
H: -3.24 -3.75 -0.15  0.344
H: -3.94 -4.12 1.43  0.450
H: -2.19 -3.98 1.26  0.299
H: -4.21 -1.72 0.88  0.294
H: -3.17 -1.95 2.30  0.446
H: -1.20 -1.92 0.62  -0.682
H: -0.39 0.59 -0.61  -0.051
H: -0.37 1.02 -2.34  0.698
H: -0.03 -2.52 -1.28  0.485
H: 2.01 -3.82 -1.59  0.450
H: 4.10 -2.72 -2.33  0.454
H: 4.10 -0.29 -2.76  0.452
H: 2.05 1.02 -2.44  0.398
H: -1.20 -1.02 2.93  0.279
H: -0.90 0.73 2.87  0.741
H: 0.95 1.58 1.36  0.472
H: 3.08 2.36 0.43  0.547
H: 4.96 3.79 0.42  0.328
H: 4.39 3.42 -1.23  0.304
H: 6.09 3.88 -0.96  0.242
H: 6.30 -0.40 -0.11  0.449
H: 4.87 -2.24 0.73  0.431
H: 2.70 -2.91 1.52  0.284
H: -2.49 1.74 1.90  0.518
H: -3.63 0.40 2.10  0.161
H: -4.12 0.45 -0.33  0.466
H: -5.42 2.43 -0.30  0.378
H: -5.10 2.30 1.44  0.359
H: -3.42 4.00 1.34  0.280
H: -4.33 4.52 -0.08  0.378
H: -2.60 3.77 -1.50  0.457
H: -1.64 3.43 -0.04  0.148


The calculated energies rank the structures as follows, beginning with the most stable: <one>, <two>.


<one>
An isolated molecule of CH5N3O3, computed with the ωB97M-V functional and the def2-TZVPD basis.

Values from the calculation:
E_HOMO	-9.855	eV
molar mass	107.07	g mol⁻¹

Last column: Mulliken charge in e.
Cartesian coordinates (Å):
C: 1.38 -0.78 -0.30  -0.691
N: 0.36 0.18 -0.42  0.062
N: 0.73 1.20 0.35  -0.481
O: -0.98 -0.52 0.03  -0.231
N: -2.19 0.03 -0.20  1.079
O: -2.26 1.09 -0.71  -0.555
O: -3.02 -0.69 0.21  -0.569
H: 1.05 -1.87 -0.33  0.283
H: 2.18 -0.63 -0.99  0.258
H: 1.82 -0.72 0.74  0.274
H: -0.04 1.91 0.33  0.311
H: 0.97 0.81 1.30  0.260


<two>
A 2-piece molecular cluster, CH5N3O3 overall, computed with the ωB97M-V functional and the def2-TZVPD basis.

Values from the calculation:
E_HOMO	-9.469	eV
molar mass	107.07	g mol⁻¹

Last column: Mulliken charge in e.
Cartesian coordinates (Å):
N: -0.60 1.98 1.88  -0.315
N: 0.25 1.41 1.08  -0.324
N: 0.21 0.34 0.56  0.121
O: -0.98 -0.52 0.52  -0.457
H: -1.56 1.57 1.88  0.259
H: -0.59 3.02 1.71  0.289
H: -0.66 -1.25 -0.10  0.457
O: -0.13 -2.18 -1.58  -0.552
C: 0.94 -1.92 -2.02  0.225
O: 1.87 -1.16 -1.66  -0.388
H: 1.26 -2.31 -3.03  0.311
H: 2.00 -0.79 -0.70  0.374


The calculated energies rank the structures as follows, beginning with the most stable: <two>, <one>.